{"formula": "C60H140N20O20", "method": "wB97M-V/def2-TZVPD", "species": ["C", "O", "N", "C", "C", "H", "H", "H", "H", "H", "H", "H", "C", "O", "N", "C", "C", "H", "H", "H", "H", "H", "H", "H", "C", "O", "N", "C", "C", "H", "H", "H", "H", "H", "H", "H", "C", "O", "N", "C", "C", "H", "H", "H", "H", "H", "H", "H", "C", "O", "N", "C", "C", "H", "H", "H", "H", "H", "H", "H", "C", "O", "N", "C", "C", "H", "H", "H", "H", "H", "H", "H", "C", "O", "N", "C", "C", "H", "H", "H", "H", "H", "H", "H", "C", "O", "N", "C", "C", "H", "H", "H", "H", "H", "H", "H", "C", "O", "N", "C", "C", "H", "H", "H", "H", "H", "H", "H", "C", "O", "N", "C", "C", "H", "H", "H", "H", "H", "H", "H", "C", "O", "N", "C", "C", "H", "H", "H", "H", "H", "H", "H", "C", "O", "N", "C", "C", "H", "H", "H", "H", "H", "H", "H", "C", "O", "N", "C", "C", "H", "H", "H", "H", "H", "H", "H", "C", "O", "N", "C", "C", "H", "H", "H", "H", "H", "H", "H", "C", "O", "N", "C", "C", "H", "H", "H", "H", "H", "H", "H", "C", "O", "N", "C", "C", "H", "H", "H", "H", "H", "H", "H", "C", "O", "N", "C", "C", "H", "H", "H", "H", "H", "H", "H", "C", "O", "N", "C", "C", "H", "H", "H", "H", "H", "H", "H", "C", "O", "N", "C", "C", "H", "H", "H", "H", "H", "H", "H", "C", "O", "N", "C", "C", "H", "H", "H", "H", "H", "H", "H"], "coordinates": [[11.7448, -13.9245, 16.2210], [10.8337, -13.2034, 15.7479], [12.5426, -13.5863, 17.2870], [13.7717, -14.3578, 17.5103], [12.3989, -12.3602, 18.0547], [12.0893, -14.8654, 15.7647], [14.6602, -13.8713, 17.1076], [13.7659, -15.3496, 17.0583], [13.9393, -14.5647, 18.5672], [11.4012, -11.9387, 17.9321], [12.6422, -12.6333, 19.0815], [13.0280, -11.5400, 17.7087], [9.7004, -12.2236, 8.0829], [10.0460, -13.3853, 8.4073], [9.9018, -11.1785, 8.8720], [9.1316, -9.9819, 8.6713], [10.6517, -11.3634, 10.1461], [9.0188, -11.9949, 7.2490], [8.7301, -9.8096, 7.6727], [9.7562, -9.1424, 8.9768], [8.2961, -9.8806, 9.3639], [10.9530, -12.4016, 10.2852], [11.4624, -10.6444, 10.2642], [9.9920, -11.1032, 10.9739], [1.8307, -18.2080, 8.9040], [2.4058, -17.4327, 8.1390], [2.3970, -19.2984, 9.4638], [1.6770, -20.1785, 10.4297], [3.7212, -19.6561, 9.0696], [0.8098, -17.9760, 9.2449], [1.6634, -19.7968, 11.4506], [2.1301, -21.1549, 10.6014], [0.6367, -20.3190, 10.1362], [3.9428, -20.6910, 9.3299], [3.8942, -19.7876, 8.0015], [4.4335, -18.9318, 9.4648], [6.0665, -21.8971, 16.1605], [5.5598, -22.9533, 15.8653], [7.3879, -21.6787, 15.9328], [8.2006, -22.6155, 15.2121], [8.2361, -20.6792, 16.5405], [5.5547, -21.0217, 16.5893], [8.7491, -23.1862, 15.9615], [8.9510, -22.1049, 14.6086], [7.7021, -23.4031, 14.6470], [8.9635, -20.1336, 15.9394], [7.5917, -20.0439, 17.1482], [8.8721, -21.1174, 17.3096], [15.2631, -15.0731, 14.1028], [15.9575, -14.4682, 14.9018], [14.7753, -16.2939, 14.2763], [13.7784, -16.9202, 13.4396], [15.2161, -17.1692, 15.3522], [14.9733, -14.7766, 13.0828], [13.7848, -16.4755, 12.4445], [12.7974, -16.7550, 13.8850], [13.9616, -17.9792, 13.2577], [15.6935, -18.0873, 15.0098], [15.7574, -16.6820, 16.1633], [14.4086, -17.5287, 15.9901], [13.5370, -10.6537, 14.2273], [14.4059, -10.3958, 15.0999], [13.9694, -11.2832, 13.1178], [12.9809, -11.8848, 12.1922], [15.3423, -11.7730, 12.8912], [12.4541, -10.4654, 14.1631], [13.0667, -11.5457, 11.1599], [11.9597, -11.5325, 12.3380], [13.0055, -12.9745, 12.1777], [16.0281, -11.0486, 13.3307], [15.4854, -12.7455, 13.3622], [15.5570, -11.8629, 11.8264], [6.8471, -14.6366, 12.0769], [5.9561, -15.3645, 12.4489], [8.0664, -14.6430, 12.5563], [8.5036, -15.6303, 13.6217], [9.0295, -13.5379, 12.3475], [6.6421, -13.7315, 11.4845], [9.1570, -16.4357, 13.2865], [7.6945, -16.0743, 14.2016], [9.0388, -15.0021, 14.3338], [9.1197, -13.1547, 11.3311], [8.7642, -12.6766, 12.9605], [9.9807, -13.9795, 12.6447], [11.2143, -15.8175, 10.0372], [11.6597, -15.4991, 11.1351], [11.8821, -16.7585, 9.2983], [13.0548, -17.4815, 9.8030], [11.1421, -17.4985, 8.2437], [10.2749, -15.4280, 9.6153], [12.7244, -18.1800, 10.5717], [13.7715, -16.7632, 10.2011], [13.6804, -17.9066, 9.0181], [11.1582, -16.9819, 7.2840], [11.6670, -18.4483, 8.1409], [10.0979, -17.5767, 8.5463], [15.5771, -12.1998, 7.8252], [16.7569, -12.0901, 7.4687], [14.7661, -13.2623, 7.4872], [13.4900, -13.4568, 8.2429], [15.2510, -14.3368, 6.5953], [15.0946, -11.5073, 8.5321], [13.5734, -14.1999, 9.0361], [12.7933, -13.7375, 7.4530], [13.1983, -12.4698, 8.6017], [15.5702, -15.2547, 7.0889], [14.4309, -14.6508, 5.9496], [16.0868, -14.0243, 5.9693], [0.1979, -14.2261, 12.0427], [-0.0117, -13.1164, 12.5901], [1.3585, -14.8951, 12.1114], [1.3875, -16.2352, 11.5765], [2.5445, -14.3384, 12.8252], [-0.5622, -14.7804, 11.4707], [2.0413, -16.9091, 12.1301], [1.8082, -16.0295, 10.5922], [0.3892, -16.6473, 11.4297], [3.5034, -14.7446, 12.5034], [2.6943, -13.2746, 12.6405], [2.3444, -14.4823, 13.8870], [8.8493, -8.7826, 12.6459], [9.2652, -9.9350, 12.8608], [7.7021, -8.5251, 12.0448], [7.1174, -7.1450, 12.0912], [6.7911, -9.6391, 11.5518], [9.2846, -7.8348, 12.9983], [8.0292, -6.5758, 11.9102], [6.6911, -6.7515, 13.0139], [6.5006, -6.9829, 11.2072], [7.0889, -10.6352, 11.8791], [5.8781, -9.4222, 12.1062], [6.6608, -9.6127, 10.4699], [12.3175, -20.2621, 13.8340], [11.2838, -19.6498, 14.1755], [13.2247, -20.8009, 14.7347], [14.5796, -21.2069, 14.1909], [13.0554, -20.8497, 16.1624], [12.6549, -20.2153, 12.7870], [14.5693, -21.2535, 13.1020], [14.7351, -22.2319, 14.5275], [15.3220, -20.4831, 14.5273], [13.8432, -20.2260, 16.5848], [12.0302, -20.5482, 16.3768], [13.3277, -21.8570, 16.4776], [9.1314, -7.6002, 17.2391], [9.2521, -6.7400, 16.3245], [9.3797, -8.9343, 17.1412], [9.3402, -9.7772, 18.3344], [10.0440, -9.6482, 15.9753], [8.5617, -7.4043, 18.1606], [10.2429, -9.5202, 18.8888], [9.2731, -10.8358, 18.0839], [8.5076, -9.5850, 19.0111], [10.0657, -8.9632, 15.1277], [11.0681, -9.8328, 16.2998], [9.6102, -10.5920, 15.6448], [6.8497, -18.7329, 11.2044], [6.8545, -18.5197, 10.0151], [7.8865, -18.9219, 12.0408], [7.6141, -19.5731, 13.2717], [9.2863, -18.7039, 11.5897], [5.9246, -18.9331, 11.7668], [8.0700, -20.5630, 13.2876], [6.5504, -19.6316, 13.5025], [8.1028, -19.0995, 14.1231], [9.3285, -18.6385, 10.5025], [9.6258, -17.7295, 11.9410], [9.9225, -19.5732, 11.7560], [5.2164, -9.7101, 15.1859], [4.4378, -10.1230, 14.3804], [5.0341, -8.5684, 15.9061], [3.9944, -7.5839, 15.6286], [5.9321, -8.2928, 17.0353], [6.1472, -10.2004, 15.5105], [4.4510, -6.6635, 15.2647], [3.4490, -7.4463, 16.5622], [3.2745, -7.9082, 14.8772], [6.7219, -9.0333, 17.1619], [6.3242, -7.3109, 16.7702], [5.3029, -8.1951, 17.9200], [7.3286, -15.9590, 7.6151], [8.2000, -16.0572, 6.7512], [5.9829, -15.9264, 7.3935], [5.0472, -15.9059, 8.5410], [5.4425, -16.0006, 6.0180], [7.5408, -15.9587, 8.6955], [4.9205, -16.8996, 8.9705], [4.0547, -15.5223, 8.3048], [5.5900, -15.3026, 9.2687], [4.9653, -16.9634, 5.8352], [4.5862, -15.3267, 6.0470], [6.1337, -15.8289, 5.1928], [3.1945, -10.1060, 8.9178], [3.5031, -10.5812, 7.7987], [3.1017, -10.9583, 10.0087], [2.9314, -10.4156, 11.3203], [3.0535, -12.4485, 9.8941], [2.9421, -9.0493, 9.0965], [3.4483, -9.4737, 11.5043], [3.3445, -11.1094, 12.0524], [1.8562, -10.2839, 11.4422], [3.4370, -12.8096, 8.9398], [3.6714, -12.8188, 10.7121], [2.0141, -12.7271, 10.0677], [5.1944, -13.8017, 15.4737], [3.9611, -13.8956, 15.6187], [6.0704, -13.2695, 16.3059], [7.4896, -13.2443, 15.9081], [5.7825, -12.7284, 17.6688], [5.6176, -14.2940, 14.5844], [8.0068, -14.1324, 16.2713], [7.9688, -12.3742, 16.3569], [7.7104, -13.2365, 14.8407], [6.0753, -13.6050, 18.2466], [6.2920, -11.8354, 18.0308], [4.7092, -12.6039, 17.8127], [11.3429, -18.0658, 17.4941], [12.4669, -18.2105, 17.9921], [10.4524, -17.1096, 17.9599], [9.2957, -16.7564, 17.1575], [10.6396, -16.3486, 19.1988], [11.0536, -18.4143, 16.4905], [9.4906, -15.6905, 17.0391], [8.3165, -16.9008, 17.6141], [9.2585, -17.2088, 16.1665], [11.4602, -16.7181, 19.8138], [10.7268, -15.2909, 18.9504], [9.8366, -16.4253, 19.9319], [3.6660, -19.5813, 14.9677], [3.5104, -20.2562, 13.9544], [3.9454, -18.2530, 14.9987], [3.9229, -17.3650, 13.8347], [4.0082, -17.5130, 16.2253], [3.5023, -20.0086, 15.9691], [3.1148, -16.6399, 13.9312], [3.7662, -18.0394, 12.9929], [4.8708, -16.8293, 13.8850], [4.0214, -18.1932, 17.0769], [4.9890, -17.0378, 16.2078], [3.4056, -16.6085, 16.3076]], "atomic_forces_ev_per_a": [[-0.215, 2.394, 0.003], [1.333, -1.645, 1.091], [-0.192, -0.910, -1.131], [0.238, -0.191, 0.154], [-0.247, 0.019, -0.366], [-0.352, -0.068, -0.026], [-0.092, 0.311, -0.005], [-0.537, 0.086, -0.276], [-0.193, 0.300, 0.168], [-0.202, -0.511, 0.261], [-0.202, 0.420, 0.108], [0.578, -0.251, -0.094], [-0.492, -3.011, 1.300], [-0.226, 1.856, -1.261], [0.760, 0.132, 0.647], [0.235, 1.296, 0.984], [-1.155, 0.698, -0.189], [0.403, -0.231, -0.299], [0.413, -0.408, -0.083], [0.166, 0.275, -0.455], [-0.179, -0.540, 0.049], [0.164, 0.221, -0.447], [0.175, -0.136, -0.582], [-0.250, -0.057, 0.061], [0.469, 0.813, -0.055], [-0.408, -0.866, 0.431], [-1.231, -1.025, 0.317], [-0.226, 0.623, 0.146], [1.151, -0.697, -0.402], [-0.079, -0.371, 0.037], [0.085, 0.581, -0.011], [0.256, 0.083, -0.831], [0.068, -0.019, -0.179], [0.037, 0.221, 1.016], [-0.484, 0.957, -0.388], [0.318, -0.399, -0.061], [0.896, -0.266, -0.264], [-0.766, 0.124, 0.091], [1.139, 0.840, -1.071], [0.570, -1.471, 0.410], [-0.818, 0.197, 1.788], [-0.095, -0.122, 0.203], [0.428, -0.164, 0.107], [-0.190, 0.122, -0.126], [-0.542, 0.625, -0.113], [-0.616, 0.051, -0.747], [0.030, 0.620, -0.332], [0.138, -0.588, 0.122], [0.413, 0.088, -0.161], [-0.224, 0.057, -0.535], [0.178, -2.614, 1.285], [-0.148, 0.811, -0.817], [-0.527, 0.091, 1.552], [0.054, 0.926, 0.012], [-0.207, 0.293, 0.073], [-0.192, -0.371, -0.164], [0.147, -0.051, 0.465], [0.404, 0.301, -0.316], [0.809, 0.381, -0.804], [-0.910, -0.123, -0.478], [3.784, -0.449, 0.830], [-2.857, 0.230, -0.761], [-1.380, -1.343, -2.240], [-0.089, 0.761, -0.237], [-0.326, 0.673, 0.711], [0.120, 0.301, 0.681], [1.050, -0.051, -0.085], [-0.030, -0.171, 1.043], [-0.001, -0.071, 0.234], [0.025, -0.210, 0.035], [0.112, 0.203, 0.127], [-0.296, 0.144, -0.035], [-0.780, 1.463, 0.541], [-1.021, -1.169, -0.216], [2.387, -1.096, 1.045], [-0.296, 1.280, -0.091], [-0.140, -0.518, 0.186], [0.058, -0.141, -0.606], [-0.046, 0.295, -0.370], [-0.438, 0.128, -0.547], [0.363, -0.222, 0.037], [-0.328, -0.604, -0.161], [0.201, 0.007, 0.280], [0.168, 0.567, -0.147], [1.393, -1.362, 0.519], [-0.339, 0.729, 0.102], [-0.602, -0.403, -1.179], [0.045, 1.597, 0.301], [0.275, 0.821, 0.272], [0.261, -0.093, -0.157], [0.407, -0.283, 0.011], [-0.296, 0.108, 0.633], [-0.780, -0.488, -0.289], [0.061, 0.056, 0.021], [-0.565, -0.125, -0.063], [0.027, -0.442, -0.223], [1.603, -1.595, -0.538], [-1.849, 0.207, 0.349], [0.510, 0.265, 0.696], [1.052, 0.468, -1.898], [-0.466, 0.261, 0.070], [-0.032, 0.134, -0.186], [-0.091, 0.034, -0.021], [-0.500, -0.299, 0.563], [-0.113, -0.218, 0.297], [0.065, 0.134, 0.590], [-0.116, 0.194, -0.108], [-0.163, 0.393, 0.247], [0.057, 2.350, 1.740], [0.296, -2.066, -1.425], [0.228, 0.571, 0.809], [0.861, 0.598, -1.331], [-0.942, 0.066, -0.019], [-0.158, 0.193, 0.077], [-0.306, 0.126, -0.001], [0.241, -1.145, -0.395], [0.058, 0.013, 0.315], [-0.305, -0.775, -0.013], [-0.760, 0.058, 0.081], [0.574, 0.158, 0.007], [0.052, -1.446, 0.846], [0.230, 1.439, -0.310], [-2.656, -0.561, -0.933], [2.092, -0.490, -1.129], [0.237, 1.245, 1.411], [0.676, -0.312, 0.171], [-0.262, 0.726, 0.049], [-0.307, -0.767, 0.104], [-0.228, -0.135, 0.304], [0.526, 0.292, -0.047], [-0.448, -0.265, -0.517], [-0.108, 0.178, 0.186], [-0.299, 1.653, 2.536], [1.217, -1.429, -0.472], [0.391, 0.086, -3.578], [-1.903, -0.029, 0.589], [0.607, -0.075, -0.575], [0.054, -0.536, 0.116], [-0.172, 0.268, 0.055], [0.549, 0.167, 0.214], [0.178, -0.316, 0.104], [-0.502, 0.471, 0.458], [0.365, -0.073, 0.410], [-0.562, -0.203, 0.239], [-0.698, 0.819, -2.953], [0.038, -2.237, 2.344], [-0.075, -1.349, -1.115], [0.234, 0.749, 0.369], [0.249, 1.874, 0.715], [0.475, 0.379, 0.243], [0.159, -0.736, 0.330], [0.299, 0.141, -0.192], [-0.244, 0.366, -0.204], [0.003, -0.080, 0.165], [0.157, -0.159, -0.199], [-0.475, 0.153, 0.497], [-0.704, -0.908, 0.260], [0.431, 0.647, -0.399], [1.205, 0.650, -1.173], [0.812, -0.411, 1.387], [-1.048, -0.173, -0.753], [-0.366, 0.224, -0.207], [-0.319, -0.347, -0.193], [0.025, -0.071, -0.277], [0.008, 0.528, 0.017], [-0.650, 0.178, -0.138], [0.532, -0.460, 0.368], [0.038, 0.282, 0.924], [-0.049, 1.208, 1.614], [-0.528, -0.746, -1.608], [0.637, -0.922, -0.171], [0.103, -0.556, 0.262], [-1.127, 1.074, -1.061], [0.088, -0.398, -0.225], [-0.034, 0.214, 0.266], [-0.093, 0.475, -0.063], [0.311, -0.402, 0.048], [-0.208, 0.055, -0.190], [0.654, 0.058, 0.675], [0.268, -0.095, 0.311], [-0.437, -0.510, -0.810], [-0.718, 0.148, 0.751], [0.450, -0.086, -0.906], [1.280, -0.204, -0.154], [-0.982, -0.273, 1.036], [0.227, 0.184, 0.044], [-0.030, 0.004, -0.160], [0.328, 0.202, -0.227], [-0.590, 0.158, 0.382], [0.221, -0.373, 0.139], [0.185, 0.395, -0.590], [0.212, 0.367, 0.612], [0.692, -3.735, -1.377], [-0.779, 1.746, 1.867], [0.929, 0.783, -1.812], [-0.717, -0.076, 0.501], [0.203, 1.529, 0.244], [0.264, -0.118, 0.140], [-0.017, 0.082, -0.386], [-0.278, 0.043, 0.122], [-0.034, 0.092, 0.886], [-0.184, 0.306, 0.065], [-0.032, -0.260, -0.136], [0.024, -0.380, -0.103], [-3.034, -1.096, -0.571], [1.634, 0.348, 0.446], [1.728, 2.141, 0.201], [0.092, -0.250, 0.594], [-0.707, -2.032, -0.613], [0.445, 0.342, -0.006], [0.094, -0.010, 0.313], [0.014, -0.017, -0.080], [-0.686, 0.244, -0.034], [0.034, 0.418, 0.966], [0.342, -0.039, -0.775], [0.046, 0.005, -0.317], [1.410, 2.702, 0.965], [-1.587, -0.632, -0.568], [-0.018, -2.084, 0.269], [0.451, 1.050, 0.090], [0.071, -0.313, 0.138], [-0.067, -0.595, 0.193], [-0.843, 0.353, -0.534], [0.114, -0.131, 0.392], [0.423, -0.215, 0.113], [0.513, 0.108, -0.774], [0.350, 0.088, 0.063], [-0.747, -0.224, -0.524], [-0.719, 0.220, -0.953], [0.355, 0.562, 0.551], [-1.168, 0.107, 0.106], [0.272, -1.181, 0.696], [1.732, 0.100, 0.365], [0.266, -0.011, 0.095], [-0.008, -0.133, 0.058], [0.359, 0.492, -0.373], [-0.044, 0.061, -0.827], [-0.482, 0.246, 0.121], [0.554, 0.035, 0.321], [-0.970, -0.542, -0.068]], "lowdin_charge": [-0.289, -0.042, -0.167, -0.044, -0.034, 0.128, 0.088, 0.065, 0.089, 0.059, 0.090, 0.093, -0.298, -0.048, -0.158, -0.049, -0.043, 0.144, 0.099, 0.092, 0.056, 0.074, 0.086, 0.056, -0.348, -0.014, -0.160, -0.029, -0.057, 0.129, 0.069, 0.085, 0.082, 0.090, 0.097, 0.063, -0.332, 0.037, -0.185, -0.067, -0.080, 0.120, 0.092, 0.074, 0.096, 0.061, 0.087, 0.087, -0.357, 0.017, -0.168, -0.045, -0.047, 0.132, 0.058, 0.093, 0.078, 0.081, 0.092, 0.067, -0.295, -0.042, -0.160, -0.059, -0.018, 0.127, 0.056, 0.064, 0.085, 0.093, 0.049, 0.086, -0.383, -0.020, -0.122, -0.011, -0.029, 0.144, 0.064, 0.078, 0.055, 0.070, 0.073, 0.080, -0.321, -0.033, -0.168, -0.059, -0.030, 0.125, 0.085, 0.068, 0.090, 0.087, 0.081, 0.069, -0.321, -0.015, -0.181, -0.031, -0.045, 0.124, 0.078, 0.083, 0.068, 0.079, 0.080, 0.084, -0.337, -0.035, -0.172, -0.053, -0.029, 0.130, 0.065, 0.086, 0.086, 0.071, 0.063, 0.079, -0.341, -0.049, -0.151, -0.022, -0.002, 0.141, 0.080, 0.085, 0.090, 0.078, 0.064, 0.071, -0.298, -0.058, -0.185, -0.025, -0.042, 0.124, 0.080, 0.085, 0.073, 0.087, 0.074, 0.091, -0.331, -0.036, -0.171, -0.076, -0.007, 0.129, 0.094, 0.071, 0.079, 0.062, 0.082, 0.070, -0.341, 0.021, -0.155, -0.066, -0.006, 0.126, 0.081, 0.086, 0.069, 0.068, 0.063, 0.083, -0.355, 0.032, -0.190, -0.033, -0.047, 0.125, 0.087, 0.089, 0.089, 0.062, 0.085, 0.091, -0.341, -0.022, -0.160, -0.041, -0.028, 0.118, 0.055, 0.073, 0.068, 0.082, 0.080, 0.083, -0.286, -0.046, -0.195, -0.084, -0.006, 0.132, 0.075, 0.069, 0.098, 0.080, 0.064, 0.090, -0.331, -0.022, -0.153, -0.038, -0.010, 0.120, 0.064, 0.068, 0.068, 0.089, 0.073, 0.088, -0.291, -0.023, -0.178, -0.063, -0.038, 0.110, 0.062, 0.090, 0.078, 0.089, 0.078, 0.085, -0.346, -0.009, -0.185, -0.029, -0.068, 0.128, 0.071, 0.081, 0.071, 0.088, 0.073, 0.088], "spin_multiplicity": 1, "homo_energy_ha": -0.3090, "e_above_lowest_kcal_mol": 382.9, "orbital_gap_ev": 8.361, "fmax_ev_per_a": 4.0}